Molecular formula: C36H54FN14O8PSc
Method: DFT, wB97M-V/def2-TZVPD

XYZ file:
```
115
Properties=species:S:1:pos:R:3:lowdin_charge:R:1
Sc -0.499 0.754 0.535 1.041
O -1.537 2.011 1.572 -0.226
C -2.343 3.054 1.364 -0.335
C -2.056 4.298 1.930 -0.002
C -2.908 5.372 1.741 -0.039
C -4.052 5.238 0.960 -0.058
C -4.327 4.023 0.366 -0.017
C -3.487 2.921 0.559 -0.108
C -3.771 1.635 -0.082 -0.264
N -2.892 0.692 -0.411 0.043
C -3.625 -0.300 -1.041 -0.133
C -4.939 0.040 -1.078 -0.043
N -5.014 1.265 -0.469 0.138
H -1.165 4.389 2.536 0.106
H -2.685 6.321 2.211 0.121
H -4.716 6.078 0.810 0.117
H -5.199 3.939 -0.272 0.117
H -3.171 -1.185 -1.453 0.092
H -5.803 -0.461 -1.477 0.129
H -5.857 1.790 -0.300 0.169
N 2.749 5.176 -2.010 0.245
C 2.421 4.201 -0.869 -0.238
C 3.131 2.862 -1.088 -0.065
C 2.300 1.777 -1.811 -0.308
N 1.712 0.811 -0.857 0.056
C 1.211 2.422 -2.654 -0.098
C 0.233 3.269 -1.838 -0.311
N -0.803 2.418 -1.218 0.044
C 0.920 4.067 -0.714 -0.082
H 3.757 5.329 -2.083 0.178
H 2.308 6.085 -1.849 0.180
H 2.425 4.830 -2.915 0.156
H 2.838 4.703 0.004 0.162
H 3.430 2.496 -0.105 0.111
H 4.063 3.027 -1.636 0.131
H 2.984 1.251 -2.482 0.148
H 2.302 0.743 -0.032 0.044
H 1.662 -0.111 -1.279 0.084
H 0.662 1.663 -3.210 0.106
H 1.676 3.031 -3.439 0.121
H -0.251 3.968 -2.528 0.151
H -1.333 1.935 -1.939 0.089
H -1.491 3.029 -0.775 0.085
H 0.788 3.531 0.228 0.105
H 0.446 5.043 -0.577 0.137
N -2.597 -1.824 1.918 -0.011
N -2.002 -0.519 2.019 -0.061
H -3.033 -1.872 1.001 0.068
H -3.359 -1.906 2.589 0.111
H -1.438 -0.481 2.871 0.050
H -2.713 0.202 2.090 0.086
F -0.697 5.469 5.355 0.129
C -0.545 4.185 5.064 -0.205
C 0.629 3.690 4.678 0.062
N 0.788 2.348 4.354 0.016
C 2.052 1.868 3.838 -0.017
C 2.078 1.633 2.324 -0.578
O 3.127 1.128 1.859 -0.047
O 1.062 1.937 1.658 -0.087
C -0.258 1.470 4.423 -0.453
O -0.151 0.290 4.091 0.029
N -1.438 1.996 4.866 0.241
C -1.736 3.339 5.155 -0.388
O -2.847 3.693 5.429 0.155
H 1.512 4.310 4.613 0.154
H 2.314 0.937 4.337 0.129
H 2.832 2.585 4.092 0.145
H -2.208 1.351 4.973 0.175
C 1.477 -4.728 -6.764 -0.034
C 1.336 -4.969 -5.287 -0.264
C 2.010 -4.182 -4.356 -0.037
C 1.893 -4.424 -2.994 -0.027
C 1.094 -5.466 -2.554 -0.259
N 0.963 -5.714 -1.149 0.175
C -0.059 -5.356 -0.377 -0.498
O -0.146 -5.721 0.809 0.016
N -1.086 -4.585 -0.917 0.162
C -0.936 -3.337 -1.597 -0.191
C -0.985 -3.203 -2.973 0.035
C -0.885 -1.924 -3.503 -0.002
C -0.734 -0.845 -2.653 -0.126
N -0.667 -0.956 -1.320 0.011
C -0.778 -2.191 -0.827 -0.102
C 0.423 -6.272 -3.463 -0.008
C 0.540 -6.016 -4.818 -0.024
H 2.067 -3.837 -6.970 0.078
H 0.501 -4.612 -7.238 0.088
H 1.968 -5.574 -7.245 0.096
H 2.646 -3.378 -4.708 0.114
H 2.406 -3.811 -2.263 0.113
H 1.671 -6.251 -0.669 0.176
H -1.860 -4.594 -0.268 0.148
H -1.094 -4.072 -3.610 0.128
H -0.933 -1.763 -4.571 0.126
H -0.685 0.156 -3.062 0.094
H -0.755 -2.287 0.247 0.068
H -0.185 -7.093 -3.104 0.130
H 0.021 -6.649 -5.527 0.128
N 4.079 -1.389 1.756 0.152
C 3.004 -1.766 2.717 -0.173
P 1.467 -2.083 1.750 0.465
O 1.903 -2.956 0.627 -0.295
O 0.736 -0.797 1.404 -0.385
C 0.562 -3.003 3.058 -0.180
N -0.544 -3.861 2.557 0.125
H 5.010 -1.537 2.146 0.175
H 3.945 -0.369 1.572 0.110
H 3.978 -1.953 0.905 0.146
H 2.919 -0.986 3.467 0.098
H 3.292 -2.703 3.191 0.114
H 0.175 -2.289 3.788 0.101
H 1.274 -3.657 3.560 0.113
H -1.326 -3.265 2.208 0.089
H -0.913 -4.429 3.321 0.167
H -0.252 -4.561 1.779 0.077
```

HOMO   -14.49 eV
Net charge   +3
DFT total energy   -3974.2986 hartree
Energy relative to the best compared isomer or geometry (same formula, charge and spin)   0.0 kcal/mol
Largest force on an atom   0.01298 hartree/bohr
Orbital gap   7.8 eV